No. 1
Computed, not measured: a molecular structure, C2H2BrCl2I, with the ωB97M-V functional and the def2-TZVPD basis.

Atoms and positions in Å:
1 C 0.03197 -0.39763 -0.00466
2 C 3.19046 0.51686 0.38373
3 Cl 3.62775 0.45799 2.04769
4 Cl 3.29996 2.08658 -0.32156
5 Br 3.90792 -0.88323 -0.68442
6 I 0.70762 -2.22625 -0.58514
7 H -0.10538 -0.21068 1.04092
8 H -0.29971 0.28720 -0.75300

Cartesian forces, eV/Å:
0.015 -0.373 -0.011
0.980 0.093 -0.111
-0.288 -0.079 -0.208
-0.269 -0.301 0.085
0.218 0.518 0.218
-0.602 -0.056 0.093
0.019 0.000 0.218
-0.073 0.199 -0.283

Calculated values
Charge: 0
Frontier orbital gap (alpha / beta) in hartree: 0.301 / 0.305
HOMO (alpha / beta) in hartree: -0.291 / -0.358
⟨S²⟩: 2.011
2S+1: 3
M in g mol⁻¹: 303.8

Charges per atom according to Mulliken partitioning, unit e: -0.93 0.21 -0.09 -0.10 -0.04 0.14 0.41 0.40

---

No. 2
Computed, not measured: a molecular structure, C2H2BrFN2O7PS2Yb at a distorted geometry, with the ωB97M-V functional and the def2-TZVPD basis.

Atoms and positions in Å:
1 O -1.94043 -2.40471 1.51498
2 C -1.45075 -2.63517 0.46154
3 F -1.55558 -3.80698 -0.10486
4 N -0.70389 -1.68439 -0.25640
5 C -1.50869 -0.61577 -0.70818
6 O -2.25161 -0.59697 -1.61723
7 S -1.38305 0.92601 0.35363
8 O -1.20461 2.16315 -0.52135
9 O -2.66180 1.03399 0.93619
10 N -0.33218 0.79665 1.54017
11 S 1.30134 0.65275 1.23517
12 O 1.99845 1.64471 1.99948
13 O 1.77083 -0.66398 1.50199
14 P 1.77785 0.90613 -0.86298
15 O 3.13360 0.15186 -1.18634
16 Br 2.43935 3.09135 -1.11362
17 H -0.18440 -2.10325 -1.01974
18 H 2.96372 -0.66089 -1.67397
19 Yb -0.20817 3.80550 -0.47848

Cartesian forces, eV/Å:
-0.074 0.130 -0.473
-0.472 0.558 2.283
0.496 -0.508 -0.830
0.186 -0.481 -0.674
0.511 0.561 -0.209
-0.114 0.183 -0.321
-0.371 -0.352 2.359
-0.813 -3.794 -0.601
-1.292 -0.283 0.355
1.044 0.506 -2.743
0.825 0.191 2.803
-0.485 1.314 -0.178
-0.420 -1.189 -0.875
-1.668 -0.557 -1.976
0.524 0.358 0.883
0.409 -0.236 0.320
-0.197 -0.039 -0.269
0.133 -0.231 -0.200
1.775 3.868 0.347

Calculated values
Charge: +1
Frontier orbital gap in hartree: 0.287
HOMO in hartree: -0.486
M in g mol⁻¹: 533.1

Charges per atom according to Mulliken partitioning, unit e: -0.39 0.55 -0.20 0.06 0.22 -0.38 0.95 -0.40 -0.58 -0.33 1.05 -0.57 -0.55 0.47 -0.42 -0.31 0.28 0.40 1.15

---

No. 3
Computed, not measured: a molecular structure, C2H2BrI2NO2 at a distorted geometry, with the ωB97M-V functional and the def2-TZVPD basis.

Atoms and positions in Å:
1 C -0.10778 0.41390 0.90182
2 C -0.45572 -1.00477 -0.62303
3 N 0.86405 1.15766 0.18854
4 O 0.58852 1.82330 -0.80548
5 O 2.01957 0.92823 0.58559
6 Br 1.16461 -2.08497 -0.85265
7 I -2.06414 -2.18393 0.14027
8 I -1.12011 0.10695 -2.22072
9 H -1.21000 0.77749 0.76055
10 H 0.32099 0.06614 1.92512

Cartesian forces, eV/Å:
-2.959 -1.844 -1.151
0.926 0.561 2.751
2.073 0.054 0.041
0.100 0.051 1.190
-0.685 0.539 -0.565
-0.817 0.797 -0.002
0.274 0.048 0.161
-0.209 -0.211 -0.963
2.392 -0.316 0.760
-1.094 0.322 -2.221

Calculated values
Charge: 0
Frontier orbital gap in hartree: 0.298
HOMO in hartree: -0.347
M in g mol⁻¹: 405.8

Charges per atom according to Mulliken partitioning, unit e: -0.58 -0.58 0.88 -0.52 -0.51 0.01 0.22 0.36 0.41 0.31

---

No. 4
Computed, not measured: 3 unconnected molecules or ions with the total composition C2H2BrIO at a distorted geometry, with the ωB97M-V functional and the def2-TZVPD basis.

Atoms and positions in Å:
1 C 0.68602 -0.59767 0.99283
2 C 1.53107 0.16069 0.35213
3 O 0.08381 -1.18141 1.77692
4 Br -1.26457 1.03222 -1.34091
5 I -4.37119 -0.56858 -1.75940
6 H 1.38790 1.20292 0.58324
7 H 1.94695 -0.04816 -0.60481

Cartesian forces, eV/Å:
0.568 -0.054 0.888
-0.196 0.896 -0.782
-0.768 -0.598 -0.022
-1.743 -0.991 -0.188
1.708 0.927 0.207
0.179 0.294 0.234
0.252 -0.475 -0.336

Calculated values
Charge: 0
Frontier orbital gap (alpha / beta) in hartree: 0.176 / 0.162
HOMO (alpha / beta) in hartree: -0.344 / -0.333
M in g mol⁻¹: 248.8

Charges per atom according to Mulliken partitioning, unit e: 0.82 -1.08 -0.31 -0.18 0.14 0.30 0.32